1.
Computed, not measured: a structure of composition C39H43AsBr2F6N4O3RuSb in a non-equilibrium geometry, with the ωB97M-V functional and the def2-TZVPD basis.

Each line ends with the Löwdin charge.
CARTESIAN COORDINATES (ANGSTROEM)
Ru 0.262 -0.189 -0.055  1.46
C -4.364 0.029 0.190  -0.05
C -3.827 1.395 0.102  -0.26
C -4.712 2.501 0.102  0.03
C -4.211 3.770 0.094  0.00
C -2.816 3.980 0.050  -0.18
C -2.191 5.247 0.054  -0.57
Br -3.226 6.824 0.173  0.88
C -0.816 5.358 -0.053  -0.14
C -0.034 4.227 -0.203  -0.54
Br 1.820 4.440 -0.446  0.91
C -0.566 2.907 -0.190  -0.34
O 0.151 1.877 -0.327  -0.18
C -2.008 2.815 -0.025  -0.13
N -2.529 1.601 0.019  0.17
H -5.428 0.017 0.403  0.10
H -3.838 -0.539 0.954  0.06
H -4.196 -0.500 -0.749  0.06
H -5.775 2.317 0.126  0.13
H -4.874 4.624 0.117  0.09
H -0.354 6.334 -0.034  0.11
C 7.026 0.743 -1.219  -0.03
C 6.615 -0.007 0.059  -0.55
C 7.135 0.740 1.295  -0.03
C 7.224 -1.411 0.036  -0.05
C 5.104 -0.036 0.108  -0.12
C 4.363 1.148 0.142  0.04
C 2.985 1.113 0.109  -0.09
N 2.295 -0.023 0.043  -0.04
C 2.976 -1.186 0.076  -0.18
C 4.364 -1.214 0.102  0.08
C 2.140 -2.384 0.083  -0.20
C 2.617 -3.690 0.113  0.09
C 1.725 -4.763 0.116  -0.11
C 0.368 -4.448 0.140  0.04
C -0.032 -3.134 0.103  -0.15
N 0.822 -2.126 0.053  -0.07
C 2.132 -6.213 0.067  -0.55
C 1.551 -6.920 1.300  -0.02
C 3.650 -6.388 0.049  -0.05
C 1.531 -6.829 -1.210  -0.02
H 8.110 0.791 -1.287  0.10
H 6.641 1.760 -1.225  0.08
H 6.654 0.223 -2.099  0.09
H 8.221 0.757 1.287  0.09
H 6.813 0.242 2.207  0.10
H 6.787 1.768 1.322  0.08
H 8.307 -1.335 -0.006  0.09
H 6.898 -1.963 -0.842  0.09
H 6.964 -1.962 0.938  0.09
H 4.839 2.113 0.183  0.12
H 2.413 2.029 0.136  0.01
H 4.856 -2.168 0.103  0.11
H 3.682 -3.849 0.132  0.11
H -0.399 -5.201 0.186  0.11
H -1.072 -2.875 0.114  0.01
H 1.939 -6.475 2.214  0.09
H 1.830 -7.970 1.285  0.09
H 0.468 -6.860 1.322  0.09
H 4.099 -5.984 0.954  0.09
H 4.089 -5.909 -0.824  0.09
H 3.896 -7.444 0.000  0.09
H 0.448 -6.745 -1.220  0.09
H 1.790 -7.884 -1.261  0.09
H 1.928 -6.338 -2.096  0.09
O -0.332 -2.273 2.457  0.12
C -0.098 -1.143 2.816  -0.39
N 0.256 -0.099 1.982  0.02
C 0.512 1.046 2.702  -0.40
O 0.890 2.084 2.198  0.08
C 0.276 0.730 4.133  -0.08
C 0.382 1.488 5.280  0.01
C 0.101 0.862 6.492  -0.05
C -0.270 -0.475 6.549  -0.04
C -0.384 -1.240 5.392  0.02
C -0.101 -0.615 4.197  -0.08
H 0.671 2.526 5.233  0.12
H 0.170 1.426 7.408  0.11
H -0.477 -0.927 7.507  0.11
H -0.674 -2.279 5.418  0.13
C -0.135 0.796 -3.720  -0.25
As 0.282 -0.654 -2.479  1.11
C 1.975 -1.324 -3.224  -0.25
C -0.923 -2.058 -3.063  -0.24
H -0.120 0.427 -4.749  0.04
H 0.585 1.608 -3.613  0.03
H -1.135 1.172 -3.495  0.04
H 1.819 -1.606 -4.268  0.04
H 2.303 -2.209 -2.673  0.02
H 2.761 -0.568 -3.180  0.03
H -0.723 -2.311 -4.108  0.05
H -1.959 -1.733 -2.963  0.02
H -0.814 -2.954 -2.448  0.01
F -1.570 -0.812 -0.184  -0.44
Sb -3.475 -3.430 0.076  1.72
F -2.190 -4.439 -1.263  -0.47
F -3.805 -2.302 -1.898  -0.50
F -4.778 -4.721 -0.372  -0.40
F -4.924 -2.766 1.603  -0.49
F -2.548 -4.788 1.302  -0.46

Computed properties:
max |F| = 0.058 Eh/bohr
multiplicity = 5
HOMO (spin up / spin down) = -11.36 / -12.11 eV
charge = +1
ΔE to the lowest compared entry with this formula, charge and spin = 363.4 kJ/mol
E = -279588.4792 eV
orbital gap (spin up / spin down) = 7.628 / 6.219 eV
expectation value of S² = 6.055

=====

2.
Computed, not measured: a structure of composition C39H43AsN2OPtS2 in a non-equilibrium geometry, with the ωB97M-V functional and the def2-TZVPD basis.

Each line ends with the Löwdin charge.
CARTESIAN COORDINATES (ANGSTROEM)
Pt -0.020 -0.110 0.445  0.88
S -3.050 -2.952 -1.621  1.15
C -2.405 -1.556 -0.885  -0.44
N -1.229 -1.697 -0.356  -0.13
C -0.743 -2.994 -0.492  -0.35
C 0.470 -3.482 -0.012  -0.03
C 0.786 -4.800 -0.252  -0.04
C -0.093 -5.636 -0.956  -0.04
C -1.302 -5.169 -1.425  -0.05
C -1.621 -3.834 -1.182  -0.45
H -2.953 -0.626 -0.864  0.06
H 1.126 -2.824 0.545  0.09
H 1.722 -5.203 0.110  0.12
H 0.179 -6.669 -1.125  0.12
H -1.984 -5.819 -1.956  0.12
C 5.639 -0.972 -1.825  -0.05
C 5.276 0.252 -2.370  -0.05
C 3.967 0.699 -2.273  -0.10
C 3.017 -0.087 -1.628  -0.36
C 3.381 -1.315 -1.085  -0.11
C 4.691 -1.759 -1.185  -0.06
As 1.159 0.435 -1.611  1.26
C 1.229 2.355 -1.720  -0.39
C 2.133 3.028 -0.904  -0.12
C 2.171 4.414 -0.902  -0.06
C 1.305 5.129 -1.718  -0.06
C 0.407 4.458 -2.539  -0.07
C 0.362 3.072 -2.536  -0.12
C 0.551 -0.161 -3.344  -0.34
C -0.216 -1.310 -3.478  -0.10
C -0.538 -1.785 -4.742  -0.06
C -0.089 -1.116 -5.870  -0.05
C 0.685 0.029 -5.737  -0.05
C 1.010 0.507 -4.477  -0.10
H 6.662 -1.313 -1.899  0.12
H 6.014 0.862 -2.873  0.12
H 3.694 1.655 -2.702  0.10
H 2.639 -1.932 -0.595  0.06
H 4.971 -2.716 -0.768  0.11
H 2.826 2.466 -0.288  0.10
H 2.884 4.937 -0.278  0.11
H 1.338 6.211 -1.725  0.12
H -0.250 5.019 -3.191  0.11
H -0.339 2.548 -3.174  0.10
H -0.548 -1.849 -2.604  0.05
H -1.135 -2.683 -4.844  0.11
H -0.332 -1.491 -6.855  0.12
H 1.044 0.547 -6.617  0.12
H 1.625 1.394 -4.383  0.11
C -2.742 3.528 0.873  -0.23
S -2.881 2.114 -0.216  0.86
C -3.343 2.992 -1.709  -0.23
O -1.455 1.658 -0.472  -0.67
H -3.714 4.015 0.944  0.07
H -1.989 4.206 0.470  0.07
H -2.442 3.159 1.853  0.05
H -4.353 3.383 -1.587  0.07
H -3.320 2.272 -2.525  0.06
H -2.627 3.793 -1.883  0.06
C -3.916 -0.843 2.627  -0.04
C -3.074 -1.698 3.583  -0.35
C -2.528 -2.954 2.887  -0.03
C -1.970 -0.916 4.241  -0.07
C -1.920 -0.834 5.612  0.01
C -0.882 -0.161 6.255  0.05
C 0.140 0.478 5.542  0.01
C 0.160 0.453 4.175  -0.09
C 1.235 1.215 3.436  -0.35
C 2.131 0.344 2.551  -0.03
C 0.652 2.394 2.652  -0.04
C -0.902 -0.275 3.462  -0.26
N -0.884 -0.400 2.191  0.01
H -4.745 -1.437 2.244  0.09
H -3.308 -0.506 1.787  0.04
H -4.331 0.028 3.137  0.09
H -3.731 -2.028 4.391  0.14
H -1.860 -2.679 2.070  0.05
H -3.357 -3.535 2.484  0.09
H -1.981 -3.586 3.587  0.09
H -2.694 -1.308 6.201  0.13
H -0.869 -0.126 7.337  0.13
H 0.914 1.007 6.085  0.13
H 1.879 1.642 4.208  0.14
H 1.581 -0.049 1.669  -0.01
H 2.523 -0.517 3.091  0.10
H 2.970 0.931 2.174  0.10
H 0.091 2.057 1.765  0.04
H 1.456 3.043 2.313  0.09
H -0.028 2.987 3.265  0.10

Computed properties:
max |F| = 0.028 Eh/bohr
HOMO (spin up / spin down) = -13.55 / -13.57 eV
charge = +2
ΔE to the lowest compared entry with this formula, charge and spin = 131.9 kJ/mol
E = -131908.4287 eV
orbital gap (spin up / spin down) = 6.233 / 6.247 eV